This record from the Open Molecules 2025 dataset describes a 2-piece molecular cluster, C3H8INO overall at a distorted geometry. The level of theory is the ωB97M-V functional and the def2-TZVPD basis.

The geometry in ORCA input format:
```
! RIJCOSX wB97M-V def2-TZVPD def2/J DEFGRID3
* xyz 0 1
C 22.3950 20.3940 29.1760
C 21.2620 19.4310 28.8470
O 20.3400 19.2940 29.6330
N 21.3130 18.6760 27.6220
H 21.5560 19.2650 26.7480
H 22.1260 18.1780 27.6030
C 20.1410 17.8620 27.3540
H 22.6800 20.1220 30.1580
H 22.0600 21.5080 29.0790
H 23.1930 20.3400 28.5470
H 20.1460 16.8250 27.9410
H 19.8830 17.3380 26.3690
H 19.1480 18.2630 27.4140
I 21.3480 20.6190 24.7140
*
```

E_HOMO   -7.605 eV
Orbital gap   7.28 eV
F_max   6.14 eV/A

These are the natural (NBO) partial charges, in e, on atoms 1 to 8: -0.715 0.706 -0.470 -0.656 0.458 0.432 -0.491 0.251



This record from the Open Molecules 2025 dataset describes C4H7NO as an isolated structure at a distorted geometry. The level of theory is the ωB97M-V functional and the def2-TZVPD basis.

The geometry in ORCA input format:
```
! RIJCOSX wB97M-V def2-TZVPD def2/J DEFGRID3
* xyz 0 1
C -1.5794 -0.6772 0.6761
C -0.5803 0.0352 -0.1767
C 0.5577 0.7514 0.3434
N 1.5352 0.9558 -0.5679
C 1.3985 -0.8389 -1.2939
O 2.2185 -1.2173 -2.0173
H -1.5731 -1.7377 0.3981
H -1.3186 -0.6149 1.7373
H -2.6007 -0.3102 0.5313
H -0.8387 0.2664 -1.2061
H 0.7496 0.6062 1.4147
H -0.3740 1.5114 0.3037
H 2.4053 1.2697 -0.1427
*
```

E_HOMO   -8.257 eV
Orbital gap   8.84 eV
F_max   1.26 eV/A

These are the natural (NBO) partial charges, in e, on atoms 1 to 8: -0.678 -0.063 -0.212 -0.759 0.499 -0.552 0.255 0.222



Short version: LUMO energy = -0.32; 0.58 eV, in the order given.
Short version: energy = -14877.2871; -7794.8784 eV, in the order given.
Short version: ΔE to the lowest compared entry with this formula, charge and spin = 142.0; 459.9 kJ/mol, in the order given.